[1]
{
  "formula": "H56O28",
  "method": "the ωB97M-V functional and the def2-TZVPD basis",
  "species": ["O", "H", "H", "O", "H", "H", "O", "H", "H", "O", "H", "H", "O", "H", "H", "O", "H", "H", "O", "H", "H", "O", "H", "H", "O", "H", "H", "O", "H", "H", "O", "H", "H", "O", "H", "H", "O", "H", "H", "O", "H", "H", "O", "H", "H", "O", "H", "H", "O", "H", "H", "O", "H", "H", "O", "H", "H", "O", "H", "H", "O", "H", "H", "O", "H", "H", "O", "H", "H", "O", "H", "H", "O", "H", "H", "O", "H", "H", "O", "H", "H", "O", "H", "H"],
  "xyz": [[0.00, 3.80, -0.62], [-0.57, 3.17, -0.19], [-0.44, 4.00, -1.45], [-3.96, 1.74, 1.39], [-4.16, 2.62, 1.70], [-4.82, 1.31, 1.32], [-3.32, -3.01, -0.33], [-3.86, -2.57, 0.33], [-3.13, -3.87, 0.05], [-0.87, -3.17, 3.83], [-0.61, -4.08, 3.98], [-0.82, -2.77, 4.70], [4.23, -3.07, -3.46], [3.89, -2.76, -2.62], [5.18, -3.11, -3.33], [-2.83, 4.47, 1.09], [-2.63, 4.38, 0.15], [-3.72, 4.83, 1.11], [5.85, 0.41, -2.15], [5.05, 0.12, -1.69], [5.97, 1.32, -1.88], [0.93, 5.04, 2.29], [1.49, 4.72, 1.59], [1.51, 5.55, 2.85], [-2.89, -1.42, 3.77], [-2.24, -2.12, 3.87], [-2.47, -0.77, 3.21], [3.64, 0.24, -0.57], [3.59, -0.68, -0.81], [2.76, 0.58, -0.78], [2.68, -2.02, 3.08], [3.16, -2.57, 2.46], [1.80, -1.95, 2.71], [0.50, -0.27, -0.59], [0.49, -0.95, 0.08], [-0.13, 0.39, -0.28], [-3.21, 1.53, -1.21], [-3.25, 1.60, -0.25], [-4.07, 1.19, -1.47], [-1.17, 3.46, 3.04], [-1.81, 3.88, 2.47], [-0.38, 3.99, 2.95], [0.45, -2.64, 1.53], [0.65, -3.53, 1.24], [-0.17, -2.74, 2.24], [-0.66, 4.34, -3.39], [-1.53, 4.12, -3.05], [-0.41, 5.13, -2.91], [0.00, -1.43, -3.01], [0.64, -1.53, -3.71], [0.48, -0.97, -2.31], [-2.71, -2.02, -2.90], [-2.95, -2.33, -2.03], [-1.79, -1.75, -2.80], [-2.69, 4.10, -1.88], [-2.91, 3.16, -1.88], [-3.52, 4.54, -2.04], [3.85, -2.49, -0.90], [4.66, -2.62, -0.42], [3.32, -3.26, -0.70], [-1.66, 1.03, -3.39], [-1.14, 0.27, -3.11], [-2.31, 1.14, -2.71], [-4.37, -1.58, 1.68], [-3.79, -1.50, 2.43], [-5.12, -1.02, 1.89], [-1.81, 0.95, 2.66], [-2.54, 1.21, 2.11], [-1.31, 1.76, 2.80], [1.23, -5.53, 1.34], [2.00, -6.05, 1.58], [0.72, -5.47, 2.14], [4.76, 3.32, 0.73], [4.93, 4.25, 0.58], [3.83, 3.21, 0.56], [2.55, -4.89, -0.81], [2.01, -5.20, -0.09], [2.47, -5.57, -1.48], [2.38, 4.21, 0.11], [1.54, 3.86, -0.20], [2.76, 4.62, -0.67], [0.69, -4.72, -3.49], [1.22, -5.50, -3.31], [0.91, -4.11, -2.79]],
  "orbital_gap_ev": 8.45,
  "e_lumo_ev": -1.01,
  "largest_force_ev_per_a": 1.65,
  "multiplicity": 1,
  "homo_ev": -9.46,
  "relative_energy_kcal_mol": 91.6,
  "total_energy_ha": -2140.3014
}

---

[2]
{
  "formula": "C32H40N5OP2Zr",
  "method": "the ωB97M-V functional and the def2-TZVPD basis",
  "species": ["Zr", "C", "C", "C", "C", "C", "C", "C", "C", "C", "H", "H", "H", "H", "H", "H", "H", "H", "H", "H", "H", "H", "H", "H", "H", "P", "P", "N", "N", "N", "N", "C", "C", "C", "C", "C", "C", "C", "C", "C", "C", "C", "C", "C", "C", "C", "C", "C", "C", "H", "H", "H", "H", "H", "H", "H", "H", "H", "H", "H", "H", "H", "H", "H", "H", "H", "H", "H", "H", "O", "N", "C", "C", "C", "C", "C", "H", "H", "H", "H", "H"],
  "xyz": [[0.63, -0.31, 3.86], [-1.16, 1.24, 3.58], [-1.20, 0.26, 2.58], [-0.47, 0.42, 1.26], [1.02, 0.00, 1.21], [1.95, 0.69, 2.18], [1.61, 1.82, 2.92], [0.57, 2.84, 2.51], [-0.80, 2.67, 3.23], [0.04, -2.37, 3.35], [-1.83, 1.13, 4.44], [-1.87, -0.59, 2.68], [-0.59, 1.43, 0.86], [-0.98, -0.22, 0.51], [1.07, -1.09, 1.39], [1.38, 0.16, 0.17], [2.97, 0.29, 2.24], [2.33, 2.17, 3.67], [0.45, 2.89, 1.42], [0.95, 3.84, 2.79], [-0.78, 3.28, 4.15], [-1.58, 3.13, 2.59], [-0.23, -2.77, 4.34], [0.89, -2.95, 2.98], [-0.83, -2.56, 2.70], [1.30, -0.90, -3.01], [-1.77, -0.85, -2.87], [2.76, 0.03, -3.16], [1.97, -2.28, -3.99], [-2.00, 0.91, -2.75], [-3.40, -1.16, -3.38], [0.41, -0.16, -4.45], [-0.98, -0.78, -4.56], [3.64, 0.23, -2.09], [4.70, 1.00, -2.54], [4.48, 1.29, -3.93], [3.30, 0.65, -4.29], [2.23, -3.54, -3.44], [2.76, -4.37, -4.42], [2.81, -3.61, -5.63], [2.36, -2.33, -5.33], [-1.99, 1.53, -1.49], [-1.92, 2.90, -1.67], [-1.96, 3.16, -3.07], [-2.01, 1.92, -3.71], [-4.17, -0.46, -4.32], [-5.33, -1.18, -4.56], [-5.28, -2.37, -3.75], [-4.09, -2.34, -3.05], [0.94, -0.28, -5.40], [0.33, 0.92, -4.24], [-1.59, -0.24, -5.30], [-0.94, -1.83, -4.87], [3.40, -0.18, -1.12], [5.55, 1.33, -1.94], [5.11, 1.89, -4.57], [2.79, 0.62, -5.24], [2.00, -3.72, -2.39], [3.07, -5.40, -4.29], [3.14, -3.94, -6.61], [2.28, -1.46, -5.97], [-2.09, 0.92, -0.61], [-1.87, 3.63, -0.87], [-1.97, 4.13, -3.56], [-2.06, 1.70, -4.77], [-3.82, 0.47, -4.74], [-6.13, -0.88, -5.23], [-6.03, -3.15, -3.72], [-3.64, -3.02, -2.34], [0.63, -0.24, 5.81], [0.33, 0.01, 7.14], [-0.98, 0.01, 7.49], [-1.33, 0.57, 8.71], [-0.33, 1.00, 9.58], [1.01, 0.93, 9.19], [1.34, 0.35, 7.97], [-1.67, -0.45, 6.78], [-2.39, 0.65, 8.97], [-0.60, 1.39, 10.56], [1.80, 1.33, 9.82], [2.36, 0.22, 7.61]],
  "orbital_gap_ev": [3.79, 3.82],
  "e_lumo_ev": [-7.58, -7.54],
  "largest_force_ev_per_a": 3.96,
  "multiplicity": 2,
  "homo_ev": [-11.37, -11.37],
  "relative_energy_kcal_mol": 0.0,
  "total_charge": 2,
  "total_energy_ha": -2321.4161
}

---

[3]
{
  "formula": "C6H12",
  "method": "the ωB97M-V functional and the def2-TZVPD basis",
  "species": ["C", "C", "C", "C", "C", "C", "H", "H", "H", "H", "H", "H", "H", "H", "H", "H", "H", "H"],
  "xyz": [[-2.07, 0.19, 0.65], [-0.91, -0.20, -0.26], [0.35, -1.05, 0.68], [1.60, -0.23, 0.38], [1.30, 0.40, -0.98], [-0.11, 0.94, -0.86], [-1.34, -0.34, 1.29], [-3.03, -0.33, 0.56], [-2.18, 1.24, 0.96], [-1.23, -0.95, -0.98], [0.43, -2.08, 0.29], [0.24, -1.19, 1.79], [1.74, 0.56, 1.13], [2.54, -0.81, 0.37], [2.02, 1.17, -1.26], [1.32, -0.39, -1.75], [-0.13, 1.81, -0.18], [-0.54, 1.27, -1.82]],
  "orbital_gap_ev": 10.52,
  "e_lumo_ev": 1.26,
  "largest_force_ev_per_a": 3.70,
  "multiplicity": 1,
  "homo_ev": -9.26,
  "relative_energy_kcal_mol": 50.2,
  "smiles": "CC1CCCC1",
  "total_energy_ha": -235.7382
}

---

[4]
{
  "formula": "C24H33Cl45NOPS3",
  "method": "the ωB97M-V functional and the def2-TZVPD basis",
  "species": ["C", "P", "S", "C", "C", "C", "S", "C", "S", "N", "C", "C", "O", "C", "C", "H", "H", "H", "H", "H", "H", "H", "H", "H", "H", "H", "H", "H", "H", "H", "H", "H", "H", "C", "Cl", "Cl", "Cl", "H", "C", "Cl", "Cl", "Cl", "H", "C", "Cl", "Cl", "Cl", "H", "C", "Cl", "Cl", "Cl", "H", "C", "Cl", "Cl", "Cl", "H", "C", "Cl", "Cl", "Cl", "H", "C", "Cl", "Cl", "Cl", "H", "C", "Cl", "Cl", "Cl", "H", "C", "Cl", "Cl", "Cl", "H", "C", "Cl", "Cl", "Cl", "H", "C", "Cl", "Cl", "Cl", "H", "C", "Cl", "Cl", "Cl", "H", "C", "Cl", "Cl", "Cl", "H", "C", "Cl", "Cl", "Cl", "H", "C", "Cl", "Cl", "Cl", "H"],
  "xyz": [[3.87, -6.81, 1.52], [3.25, -5.31, 0.67], [5.02, -4.31, 0.10], [2.86, -4.21, 2.09], [1.75, -3.21, 1.77], [0.38, -3.87, 1.64], [-0.54, -3.74, 3.20], [-2.24, -3.72, 2.59], [-2.88, -2.35, 2.03], [-2.87, -4.94, 2.69], [-4.33, -4.91, 2.75], [-5.07, -5.10, 1.42], [-4.24, -5.71, 0.43], [-3.41, -6.67, 1.03], [-2.30, -5.96, 1.77], [3.48, -7.69, 1.01], [3.55, -6.84, 2.56], [4.96, -6.86, 1.50], [5.12, -4.79, -1.14], [3.76, -3.65, 2.37], [2.61, -4.83, 2.96], [1.72, -2.46, 2.56], [1.99, -2.71, 0.82], [0.48, -4.92, 1.36], [-0.21, -3.38, 0.87], [-4.63, -3.96, 3.18], [-4.65, -5.68, 3.46], [-5.45, -4.17, 1.02], [-5.93, -5.76, 1.60], [-2.95, -7.28, 0.25], [-3.99, -7.32, 1.69], [-1.70, -5.46, 1.02], [-1.64, -6.66, 2.30], [6.80, -0.66, -1.53], [7.59, -2.15, -1.03], [5.24, -1.02, -2.28], [6.59, 0.45, -0.18], [7.42, -0.17, -2.27], [2.15, 0.93, -1.54], [0.66, 0.13, -2.03], [2.46, 2.35, -2.55], [2.09, 1.36, 0.17], [2.98, 0.26, -1.69], [5.66, 4.75, -3.89], [5.75, 3.59, -2.57], [6.12, 3.99, -5.42], [4.05, 5.45, -3.99], [6.37, 5.54, -3.69], [7.80, -6.14, 3.10], [7.13, -7.66, 3.70], [8.23, -6.27, 1.40], [6.66, -4.82, 3.38], [8.69, -5.93, 3.67], [-0.99, 3.78, -1.77], [-2.39, 2.79, -2.20], [-0.83, 5.14, -2.87], [-1.12, 4.33, -0.09], [-0.11, 3.17, -1.86], [-5.23, 5.10, -0.64], [-6.62, 4.11, -1.07], [-5.08, 6.47, -1.74], [-5.35, 5.65, 1.03], [-4.34, 4.49, -0.73], [-5.92, -6.27, -1.71], [-6.12, -7.87, -1.00], [-5.29, -6.38, -3.36], [-7.44, -5.37, -1.68], [-5.20, -5.73, -1.11], [-6.45, -0.83, 0.94], [-6.59, -1.42, 2.59], [-5.03, 0.18, 0.74], [-6.38, -2.19, -0.18], [-7.33, -0.24, 0.72], [-6.12, 10.02, -3.47], [-5.76, 11.30, -2.31], [-7.84, 9.97, -3.84], [-5.16, 10.20, -4.94], [-5.86, 9.08, -3.01], [-7.80, 6.06, -5.98], [-7.02, 6.70, -4.54], [-8.16, 7.35, -7.14], [-6.82, 4.80, -6.73], [-8.74, 5.62, -5.68], [6.80, -5.49, 7.37], [5.57, -6.50, 6.63], [6.82, -5.69, 9.12], [8.40, -5.81, 6.69], [6.55, -4.45, 7.16], [-7.22, 2.05, 5.21], [-7.58, 0.47, 5.90], [-6.80, 1.91, 3.51], [-8.56, 3.16, 5.45], [-6.36, 2.45, 5.73], [4.37, 7.77, -8.07], [5.08, 6.28, -7.43], [2.87, 7.44, -8.93], [4.12, 8.94, -6.78], [5.07, 8.20, -8.78], [2.18, 6.33, 0.30], [1.99, 5.81, 1.97], [3.66, 7.30, 0.11], [2.20, 4.95, -0.79], [1.34, 6.96, 0.05], [7.16, 5.85, 0.68], [7.70, 6.23, -0.96], [7.53, 4.18, 1.08], [7.89, 6.96, 1.84], [6.09, 5.98, 0.71]],
  "orbital_gap_ev": 8.14,
  "e_lumo_ev": -0.12,
  "largest_force_ev_per_a": 0.80,
  "multiplicity": 1,
  "homo_ev": -8.26,
  "total_energy_ha": -23308.7363
}

---

[5]
{
  "formula": "C26H33N3O2",
  "method": "the ωB97M-V functional and the def2-TZVPD basis",
  "species": ["C", "O", "C", "C", "C", "C", "C", "C", "C", "C", "O", "C", "C", "C", "N", "C", "C", "C", "C", "C", "C", "C", "C", "C", "N", "C", "C", "C", "N", "C", "C", "H", "H", "H", "H", "H", "H", "H", "H", "H", "H", "H", "H", "H", "H", "H", "H", "H", "H", "H", "H", "H", "H", "H", "H", "H", "H", "H", "H", "H", "H", "H", "H", "H"],
  "xyz": [[-5.25, -2.13, -2.38], [-4.69, -0.87, -2.09], [-4.00, -0.72, -0.93], [-3.78, -1.71, 0.01], [-3.08, -1.41, 1.17], [-2.57, -0.15, 1.38], [-2.75, 0.86, 0.43], [-2.16, 2.22, 0.63], [-0.68, 2.33, 0.16], [-0.55, 1.94, -1.32], [-1.21, 2.81, -2.20], [-0.21, 3.78, 0.37], [1.30, 3.91, 0.19], [2.05, 2.89, 1.03], [1.60, 1.55, 0.70], [2.43, 0.53, 1.33], [2.02, -0.87, 0.95], [1.28, -1.67, 1.83], [0.93, -1.21, 3.22], [0.89, -2.94, 1.45], [1.23, -3.48, 0.22], [0.78, -4.85, -0.17], [1.99, -2.71, -0.64], [2.38, -1.42, -0.29], [3.20, -0.76, -1.22], [3.24, 0.54, -1.59], [4.20, 0.66, -2.56], [4.70, -0.65, -2.72], [4.09, -1.49, -1.91], [0.19, 1.40, 1.01], [-3.48, 0.56, -0.71], [-5.98, -2.43, -1.62], [-5.76, -2.02, -3.34], [-4.48, -2.90, -2.47], [-4.17, -2.71, -0.13], [-2.93, -2.18, 1.91], [-2.05, 0.07, 2.30], [-2.20, 2.48, 1.69], [-2.75, 2.96, 0.09], [-0.91, 0.91, -1.45], [0.50, 1.96, -1.61], [-2.16, 2.74, -2.06], [-0.73, 4.44, -0.33], [-0.48, 4.09, 1.39], [1.55, 3.77, -0.86], [1.62, 4.92, 0.47], [3.12, 2.96, 0.84], [1.88, 3.11, 2.11], [3.46, 0.70, 0.99], [2.42, 0.64, 2.43], [1.84, -1.10, 3.82], [0.41, -0.26, 3.22], [0.30, -1.95, 3.71], [0.32, -3.55, 2.14], [0.87, -5.54, 0.67], [1.38, -5.24, -1.00], [-0.26, -4.83, -0.48], [2.32, -3.09, -1.59], [2.57, 1.26, -1.16], [4.50, 1.54, -3.09], [5.47, -1.00, -3.38], [-0.09, 0.37, 0.80], [0.00, 1.62, 2.07], [-3.68, 1.31, -1.46]],
  "orbital_gap_ev": 9.09,
  "e_lumo_ev": 0.65,
  "largest_force_ev_per_a": 0.92,
  "multiplicity": 1,
  "homo_ev": -8.44,
  "relative_energy_kcal_mol": 62.0,
  "smiles": "COc1cccc(C[C@@]2(CO)CCCN(Cc3c(C)cc(C)cc3-n3cccn3)C2)c1",
  "total_energy_ha": -1325.2828
}